Entry 1:
60
Properties=species:S:1:pos:R:3:forces:R:3 method="wB97M-V/def2-TZVPD" energy_ev=-111471.83420 charge=+1 gap_ev="7.4 / 6.6" multiplicity=2 de_lowest_kcal_mol=0.2 max_force_ha_per_bohr=0.0096
Ir 0.400 0.747 1.047 -0.0854 -0.0431 0.0155
O 0.188 2.297 -0.333 0.1197 0.1709 0.0775
S -0.452 2.843 -1.609 -0.0600 -0.2050 -0.1275
C 0.219 1.886 -2.998 0.0137 0.0186 0.1097
C 0.274 0.370 -2.798 0.0734 0.0526 -0.0034
C 1.669 -0.217 -3.037 -0.0188 0.0293 -0.0233
C 1.834 -1.582 -2.375 0.0086 0.0138 -0.0468
S 2.227 -1.427 -0.596 -0.0161 -0.0387 -0.0272
O 1.796 0.027 -0.290 -0.0083 0.1201 0.0121
C 3.993 -1.275 -0.700 0.0031 -0.0515 0.0359
C 4.611 -0.038 -0.793 -0.0060 0.0188 0.0011
C 5.995 0.007 -0.885 -0.0105 -0.0046 -0.0019
C 6.734 -1.167 -0.884 -0.0026 -0.0057 0.0014
C 6.100 -2.398 -0.777 0.0047 0.0029 -0.0031
C 4.720 -2.458 -0.675 -0.0015 -0.0053 0.0033
C -2.158 2.380 -1.628 -0.0609 -0.0058 0.0461
C -2.604 1.060 -1.594 -0.0012 0.0153 -0.0398
C -3.964 0.812 -1.594 -0.1275 0.1142 -0.0479
C -4.866 1.871 -1.634 0.0229 0.0222 -0.0029
C -4.416 3.181 -1.667 -0.0027 0.0054 0.0145
C -3.052 3.442 -1.656 -0.0105 -0.0108 0.0008
H 1.213 2.315 -3.135 0.0102 0.0026 -0.0026
H -0.392 2.196 -3.848 0.0044 0.0389 -0.0106
H -0.451 -0.120 -3.450 0.0019 0.0054 0.0058
H -0.019 0.127 -1.782 0.1354 0.0360 -0.1275
H 2.429 0.465 -2.651 0.0153 -0.0016 -0.0355
H 1.859 -0.324 -4.107 0.0128 -0.0266 0.0065
H 2.660 -2.151 -2.802 0.0034 -0.0183 0.0314
H 0.925 -2.179 -2.425 -0.0140 0.0161 0.0077
H 4.023 0.869 -0.773 -0.0032 -0.0037 0.0001
H 6.495 0.964 -0.952 -0.0013 -0.0011 -0.0014
H 7.813 -1.123 -0.953 -0.0004 -0.0007 0.0004
H 6.681 -3.310 -0.757 -0.0003 0.0005 0.0001
H 4.217 -3.412 -0.563 0.0019 0.0000 0.0000
H -1.903 0.238 -1.568 -0.1815 0.1190 -0.1108
H -4.322 -0.208 -1.563 -0.0079 0.2294 -0.0493
H -5.929 1.668 -1.637 -0.0047 0.0010 -0.0012
H -5.121 4.000 -1.696 -0.0002 0.0059 0.0010
H -2.685 4.461 -1.670 -0.0063 0.0035 -0.0073
O 0.635 -2.334 3.626 0.0004 -0.0080 -0.0063
C 0.315 -1.240 3.231 0.0074 0.0065 0.0067
O 1.026 -0.632 2.299 -0.0460 0.0207 -0.0493
C -0.870 -0.545 3.886 -0.0138 0.0018 -0.0157
C -1.563 -1.319 4.802 -0.0136 -0.0119 0.0024
C -2.606 -0.798 5.559 0.0035 0.0009 -0.0034
C -2.964 0.539 5.443 0.0002 0.0038 0.0012
C -2.289 1.339 4.547 0.0003 -0.0258 -0.0004
C -1.265 0.806 3.740 -0.0207 -0.0050 0.0275
S -0.626 1.924 2.609 0.0868 -0.0227 -0.0819
H -1.252 -2.347 4.923 0.0058 -0.0038 -0.0020
H -3.128 -1.439 6.257 0.0010 -0.0027 -0.0016
H -3.761 0.951 6.046 -0.0004 0.0002 -0.0010
H -2.554 2.383 4.433 0.0045 0.0023 -0.0017
Cl -2.299 -3.469 1.334 0.0019 0.0061 0.0133
C -2.755 -2.025 0.421 0.0477 -0.0096 0.2246
Cl -3.935 -1.082 1.336 -0.0022 -0.0724 0.0280
Cl -3.440 -2.466 -1.143 0.0766 -0.3415 -0.0176
C -1.426 -1.257 0.184 -0.2517 0.4170 -0.0756
O -0.664 -1.605 -0.684 0.2093 -0.3157 0.2003
O -1.317 -0.221 0.959 0.1035 -0.2600 0.0515


Entry 2:
61
Properties=species:S:1:pos:R:3:forces:R:3 method="wB97M-V/def2-TZVPD" energy_ev=-126100.53855 gap_ev=3.4 multiplicity=1 de_lowest_kcal_mol=50.9 max_force_ha_per_bohr=0.0963
C 4.659 -1.225 3.067 0.3495 -0.3742 0.1305
C 3.772 -0.063 2.693 -0.1547 -0.3248 0.0262
O 2.414 -0.532 2.769 0.9309 0.8755 -0.0456
C 1.519 0.293 2.183 -1.0923 -0.7354 -0.0996
C 0.137 -0.154 2.388 -0.2563 0.0885 -0.0897
C -0.866 0.905 2.394 1.3581 -1.6843 -0.0234
O -0.637 2.083 2.160 -0.2830 0.7583 -0.2877
O -2.114 0.498 2.729 -0.4910 0.9235 -0.0346
C -3.035 1.606 2.749 0.1151 -0.3975 0.0191
C -4.382 1.031 3.094 -0.4586 -0.1244 0.1859
C -0.097 -1.603 2.549 1.0378 0.8803 0.0059
O 0.784 -2.455 2.547 -0.7367 0.1415 -0.1364
O -1.397 -1.955 2.651 -0.2076 -0.8002 -0.0240
C -1.583 -3.389 2.643 -0.0777 0.4519 0.0559
C -3.056 -3.639 2.860 -0.3494 -0.1217 0.1554
O 1.873 1.268 1.537 0.3318 0.3201 -0.1761
H 5.713 -0.946 2.990 -0.0421 0.1246 0.0143
H 4.486 -1.555 4.098 -0.0908 0.0294 -0.2421
H 4.511 -2.078 2.394 -0.1478 0.1709 0.1673
H 3.900 0.767 3.404 -0.0216 -0.0595 -0.3250
H 3.995 0.282 1.674 -0.0954 0.0423 0.3028
H -2.695 2.343 3.491 -0.1574 -0.1084 -0.3109
H -3.041 2.067 1.753 -0.0526 -0.0044 0.3961
H -5.160 1.797 3.029 0.0790 0.0426 0.0134
H -4.660 0.225 2.402 0.1518 0.1157 0.2078
H -4.389 0.647 4.122 0.0092 -0.0497 -0.2870
H -1.250 -3.775 1.667 0.0242 -0.0035 0.4109
H -0.980 -3.824 3.452 -0.1210 -0.0214 -0.4305
H -3.277 -4.703 2.735 0.0607 0.0237 -0.0145
H -3.359 -3.371 3.882 0.0620 0.0859 -0.2870
H -3.680 -3.086 2.145 0.2157 -0.0448 0.1772
O 0.655 5.783 -0.349 1.6139 -1.9075 -2.2275
C 1.217 5.102 -1.099 -1.5094 2.5487 3.1500
Co 1.955 4.046 -2.293 -1.1655 -4.0096 -0.3987
C 0.865 4.306 -3.634 -3.1758 1.2502 -3.5864
O 0.103 4.523 -4.476 1.7429 -0.6378 1.8862
C 3.456 4.841 -2.768 3.0283 1.2855 0.0534
O 4.430 5.383 -3.061 -2.2764 -1.1790 0.4394
C 2.449 2.343 -1.562 -0.7548 -0.5469 3.7309
C 1.054 2.089 -1.639 1.8135 1.1963 0.5854
C -0.084 2.297 -0.893 -0.9127 1.3355 0.2490
C -1.457 2.233 -1.344 -0.6435 -0.4285 -0.1469
C -2.484 2.867 -0.586 0.3053 -0.2992 0.2145
C -3.829 2.741 -0.925 0.0975 -0.1026 -0.4026
C -4.183 2.018 -2.082 0.2273 0.2268 0.2454
C -3.189 1.427 -2.882 0.0463 0.1068 0.2121
C -1.846 1.531 -2.507 -0.3054 -0.1912 -0.1396
Co 2.005 1.407 -3.030 -0.1848 1.7984 -2.4300
C 3.472 1.851 -3.886 3.6174 -0.1871 -2.5199
O 4.414 2.102 -4.500 -2.0009 -0.2104 1.5422
C 2.301 -0.267 -2.525 0.4785 -3.7542 1.6763
O 2.466 -1.356 -2.164 -0.4801 3.5089 -1.2774
C 0.959 1.210 -4.482 -2.3545 -1.1270 -3.5037
O 0.369 1.004 -5.459 1.6476 0.7738 2.8486
H 3.106 2.091 -0.739 0.1369 0.2429 -0.0210
H 0.056 2.640 0.135 0.0508 0.0555 0.1381
H -2.194 3.420 0.306 -0.0189 -0.1663 -0.1340
H -4.607 3.189 -0.286 0.5239 -0.2309 -0.4403
H -5.243 1.929 -2.353 0.5415 -0.0339 0.0902
H -3.482 0.864 -3.781 0.2605 0.3102 0.5234
H -1.089 1.012 -3.093 -0.2395 0.1519 0.1882


Entry 3:
56
Properties=species:S:1:pos:R:3:forces:R:3 method="wB97M-V/def2-TZVPD" energy_ev=-44687.36653 charge=+1 gap_ev="8.5 / 6.9" multiplicity=3 de_lowest_kcal_mol=0.0 max_force_ha_per_bohr=0.0182
Pd -0.101 2.364 -0.637 -0.7634 -0.3319 -0.3936
F -0.165 0.909 -5.953 -0.0788 -0.0249 0.0817
C -0.841 0.986 -4.800 -0.1494 0.1075 0.3444
C -0.254 1.626 -3.715 0.1232 0.1771 0.1174
C -0.936 1.714 -2.510 0.0981 -0.2967 0.4280
C -2.236 1.155 -2.393 0.2864 0.1123 -0.1571
C -2.782 0.534 -3.523 0.3545 0.2364 0.0784
F -4.016 -0.002 -3.490 0.0486 0.0059 0.0420
C -2.102 0.430 -4.721 0.0917 0.0488 -0.0648
C -2.901 1.220 -1.081 -0.3540 -0.1375 0.0645
C -4.151 0.674 -0.765 0.0447 0.0819 0.0370
C -4.607 0.731 0.540 0.1838 0.0813 0.0884
C -3.826 1.316 1.526 0.0724 0.1215 -0.1628
C -2.621 1.873 1.139 -0.3431 0.0257 0.4828
N -2.203 1.837 -0.114 0.8828 -0.0349 -0.3138
H 0.732 2.059 -3.849 -0.0275 -0.0781 0.0203
H -2.552 -0.064 -5.567 -0.0646 -0.0366 -0.0758
H -4.767 0.213 -1.518 0.0974 -0.0042 -0.0491
H -5.571 0.316 0.792 -0.0994 -0.0727 -0.0062
H -4.144 1.365 2.554 -0.0338 -0.0023 0.0963
H -1.973 2.373 1.853 -0.0283 -0.0636 -0.0558
C 3.137 -3.379 -0.581 -0.0168 -0.3889 -0.4329
N 2.848 -2.066 -0.066 0.2953 0.2794 0.6273
N 1.542 -1.656 0.104 -0.1212 0.5252 -0.4910
C 1.493 -0.281 -0.015 0.4677 -0.2124 -0.1622
O 0.444 0.367 0.180 -0.4533 0.5877 0.0019
C 2.819 0.145 -0.289 -0.0383 -0.0685 -0.1924
C 3.611 -0.971 -0.323 -0.3760 0.1677 0.2988
C 5.082 -1.063 -0.487 0.0386 -0.0874 -0.1255
C 0.562 -2.415 0.783 -0.3883 -0.2832 0.4027
C 0.903 -3.390 1.717 0.1047 0.1424 -0.1397
C -0.094 -4.051 2.415 0.0070 -0.0157 0.0226
C -1.425 -3.711 2.240 0.0739 0.0063 0.0539
C -1.758 -2.726 1.326 0.0134 -0.1116 0.0468
C -0.778 -2.098 0.579 -0.0239 -0.0195 -0.2011
H 2.404 -4.089 -0.212 0.0775 -0.0224 0.0355
H 4.130 -3.676 -0.256 -0.0102 -0.0537 0.0692
H 3.102 -3.382 -1.674 -0.0140 -0.0395 -0.0019
H 3.110 1.168 -0.447 0.1235 0.0463 0.0761
H 5.491 -0.071 -0.654 0.0201 0.0138 -0.0032
H 5.370 -1.698 -1.322 0.0039 -0.0545 -0.0783
H 5.523 -1.476 0.421 0.0430 -0.0053 -0.0213
H 1.937 -3.625 1.917 0.1052 0.0077 0.0121
H 0.181 -4.823 3.116 0.0267 -0.0611 0.1100
H -2.189 -4.203 2.824 -0.0597 -0.0441 -0.0127
H -2.792 -2.446 1.193 -0.0883 0.0280 -0.0969
H -1.052 -1.355 -0.151 0.0121 0.0368 -0.0348
N 0.651 4.554 1.845 -0.0466 0.2929 0.1082
C 0.877 4.548 3.171 0.0618 -0.2522 0.0219
C 1.144 3.245 3.524 -0.0010 0.1521 -0.0545
C 1.064 2.525 2.329 0.0639 0.2453 0.1831
N 0.763 3.329 1.313 -0.1024 -0.5799 -0.5484
H 0.476 5.363 1.266 -0.0215 -0.2183 -0.0090
H 0.844 5.440 3.766 -0.0257 0.1815 -0.0151
H 1.374 2.864 4.499 0.0243 -0.0081 0.1379
H 1.222 1.474 2.183 -0.1170 -0.1020 -0.1890


Entry 4:
56
Properties=species:S:1:pos:R:3:forces:R:3 method="wB97M-V/def2-TZVPD" energy_ev=-53835.93472 smiles="O=S(=O)(c1cccc(C(F)(F)F)c1)N1CCC(c2cc(-c3cccc4ccccc34)n[nH]2)CC1" gap_ev=8.2 multiplicity=1 de_lowest_kcal_mol=1.9 max_force_ha_per_bohr=0.0178
O 3.800 -3.630 -1.982 -0.1989 -0.0934 0.1336
S 3.107 -2.535 -2.597 -0.5134 0.0726 -0.0206
O 3.766 -1.789 -3.626 -0.0896 0.2473 -0.0443
N 2.544 -1.443 -1.458 0.2483 -0.5098 -0.7160
C 2.072 -2.080 -0.247 -0.3799 -0.2580 0.3954
C 1.266 -1.076 0.573 0.3269 -0.0785 0.0227
H 0.400 -0.761 -0.009 -0.1024 0.0144 0.0062
H 0.916 -1.549 1.492 -0.0443 -0.0127 -0.0070
C 2.128 0.145 0.899 -0.2149 0.1338 -0.1894
C 1.377 1.166 1.687 -0.0008 -0.0583 0.0737
C 0.033 1.418 1.846 0.2801 -0.0464 0.0228
C -0.040 2.549 2.691 0.6487 -0.2731 -0.2883
N 1.180 2.947 3.024 -0.1897 0.6994 0.4169
N 2.017 2.117 2.410 -0.0862 -0.3884 -0.2402
H 3.011 2.241 2.516 -0.1458 0.0115 0.0218
C -1.225 3.202 3.240 -0.0866 0.2433 0.5513
C -1.213 3.561 4.569 0.1157 -0.1535 -0.3623
C -2.339 4.125 5.179 -0.3286 0.1487 0.0251
C -3.484 4.322 4.459 0.1330 0.0158 0.1980
C -3.530 4.004 3.086 0.2095 -0.1199 -0.0918
C -4.693 4.235 2.321 -0.1217 0.0062 -0.1913
C -4.719 3.966 0.982 -0.1971 0.1066 0.1977
C -3.571 3.473 0.346 0.2535 -0.1052 -0.0438
C -2.433 3.226 1.062 -0.0696 -0.0445 -0.2933
C -2.382 3.455 2.453 -0.1717 0.1193 0.2242
H -1.546 2.873 0.557 0.0240 -0.0243 -0.0522
H -3.591 3.295 -0.720 0.0411 -0.0133 -0.0694
H -5.613 4.147 0.403 -0.0782 0.0289 -0.0074
H -5.564 4.641 2.817 -0.0835 0.0323 0.0352
H -4.366 4.735 4.926 -0.0721 0.0408 0.0510
H -2.298 4.387 6.226 -0.0291 0.0203 0.0739
H -0.318 3.386 5.146 0.0748 -0.0550 0.0349
H -0.788 0.853 1.458 -0.1431 -0.1564 -0.1307
C 2.642 0.747 -0.419 0.2079 -0.3650 0.0636
C 3.413 -0.312 -1.200 0.3610 0.5115 -0.2541
H 3.741 0.063 -2.169 0.0866 0.1066 0.1567
H 4.299 -0.626 -0.628 -0.0048 0.0506 -0.0299
H 1.793 1.089 -1.012 -0.0316 0.0735 -0.0094
H 3.294 1.600 -0.225 -0.0078 0.0293 -0.0309
H 2.995 -0.182 1.488 -0.0223 -0.0257 -0.0205
H 1.449 -2.926 -0.542 -0.0269 -0.0280 0.1949
H 2.917 -2.467 0.341 -0.0750 -0.0201 -0.0274
C 1.538 -3.129 -3.236 0.4974 -0.0197 0.3141
C 1.155 -4.437 -3.028 -0.0031 -0.0541 -0.0152
C -0.072 -4.862 -3.527 -0.0700 -0.0060 -0.0640
C -0.892 -3.985 -4.224 0.1308 -0.2237 0.1354
C -0.485 -2.675 -4.426 0.1416 0.0927 0.0391
C 0.734 -2.244 -3.929 -0.1412 0.0918 -0.1450
H 1.083 -1.235 -4.076 -0.0550 0.1724 -0.0654
H -1.121 -1.996 -4.972 -0.0303 0.0813 -0.0451
H -1.841 -4.328 -4.608 -0.0505 -0.0258 -0.0115
C -0.488 -6.287 -3.281 -0.0929 -0.2300 0.0917
F -0.607 -6.550 -1.967 0.0688 0.1249 0.1748
F 0.404 -7.167 -3.760 0.2336 0.0425 -0.0952
F -1.667 -6.597 -3.836 -0.1590 0.1882 -0.1628
H 1.813 -5.104 -2.492 0.0347 -0.1179 0.0700